1.
Below is an isolated ion of composition C5H8N and charge +1, with properties calculated with ωB97M-V with the def2-TZVPD basis set.

Properties
- SMILES = C[N@@H+]1CC12C=C2
- LUMO (eV) = -3.15
- total charge = +1

Last column: natural (NBO) charge in e.
Cartesian coordinates (Å):
C -1.18177 0.59520 -1.14288  -0.45
N 0.17689 0.25130 -0.70848  -0.38
C 0.68202 -1.16497 -0.56132  -0.21
C 0.49620 -0.35064 0.59759  0.03
C 1.12604 0.19533 1.81570  -0.10
C -0.15734 -0.12318 1.84583  -0.12
H -2.02955 -0.20502 -0.94745  0.26
H -1.45175 1.62283 -0.53838  0.24
H -1.14222 0.92917 -2.19752  0.25
H 0.90074 0.96543 -0.98960  0.44
H 1.62292 -1.29909 -1.02638  0.24
H -0.03849 -1.93511 -0.85408  0.25
H 2.05547 0.59571 2.26588  0.28
H -1.05916 -0.07696 2.44110  0.27



2.
Below is a single C7H12N2 molecule, with properties calculated with ωB97M-V with the def2-TZVPD basis set.

Properties
- SMILES = C/N=C(/C)C(C)(C)C#N
- LUMO (eV) = 0.71

Last column: natural (NBO) charge in e.
Cartesian coordinates (Å):
C 2.04490 1.31266 -0.06240  -0.44
N 1.37596 0.45791 -0.98512  -0.43
C 0.30476 -0.17953 -0.85956  0.34
C -0.12510 -0.99257 -2.04394  -0.66
C -0.64238 -0.24832 0.35907  -0.25
C -1.18473 1.14364 0.72948  -0.58
C 0.04706 -0.93833 1.54994  -0.58
C -1.80393 -1.05792 0.04238  0.30
N -2.73987 -1.68527 -0.15515  -0.32
H 1.66079 1.34296 0.96106  0.16
H 2.02098 2.32226 -0.47829  0.21
H 3.08967 0.99653 -0.03844  0.21
H -1.09499 -0.65259 -2.40486  0.23
H 0.61074 -0.89309 -2.83657  0.24
H -0.22388 -2.04180 -1.76859  0.23
H -1.95784 1.04970 1.49148  0.22
H -0.39948 1.78647 1.11461  0.22
H -1.62110 1.61943 -0.14684  0.22
H -0.66532 -1.07699 2.36222  0.22
H 0.88138 -0.34996 1.91972  0.22
H 0.42238 -1.91521 1.24979  0.22



3.
Below is C11H24BrNO9P2S as an isolated structure, with properties calculated with ωB97M-V with the def2-TZVPD basis set.

Properties
- LUMO (eV) = 0.43

Last column: natural (NBO) charge in e.
Cartesian coordinates (Å):
C 2.64639 0.66780 1.51821  -0.61
C 1.69789 0.29380 0.40192  -0.07
O 1.97296 -0.99872 -0.11401  -0.54
C 0.99417 -1.97107 0.16245  -0.10
C 0.07190 -2.25746 -1.01221  -0.09
O -1.23269 -1.71844 -0.91712  -0.55
C -1.29753 -0.40140 -1.37134  -0.13
C -2.72852 0.03410 -1.52140  0.23
Br -2.60907 1.76891 -2.40648  0.06
O -3.39770 -0.78050 -2.48252  -0.52
C -3.92992 -1.83331 -1.81090  0.99
O -4.04877 -2.96603 -2.20609  -0.54
O -4.31855 -1.38496 -0.57457  -0.51
C -3.70654 -0.12715 -0.33570  -0.45
P -3.10260 0.08548 1.44248  1.11
C -4.07288 -1.21650 2.26105  -0.98
O -1.56558 -0.49093 1.56044  -0.97
P -5.06187 1.15855 -0.34038  2.24
N -6.07866 0.68022 0.73704  -1.37
O -5.73529 1.16425 -1.77129  -0.97
O -4.47686 2.60212 -0.00758  -0.99
H 2.31741 0.14980 2.41002  0.19
H 2.51528 1.72268 1.69934  0.21
H 3.66418 0.44033 1.26367  0.22
H 0.69577 0.37767 0.79883  0.17
H 1.81254 1.00754 -0.40238  0.18
H 1.53746 -2.88688 0.36323  0.19
H 0.44826 -1.75225 1.06712  0.18
H 0.56741 -1.92359 -1.92005  0.19
H -0.04972 -3.32562 -1.09678  0.20
H -0.79268 0.31304 -0.73116  0.20
H -0.83473 -0.32701 -2.35057  0.20
H -3.62019 -2.19281 2.12982  0.22
H -5.05130 -1.27199 1.81578  0.29
H -4.18989 -0.99652 3.30977  0.24
H -1.59517 -1.45278 1.57931  0.49
H -6.23607 1.35799 1.46699  0.37
H -5.92870 2.05545 -2.07660  0.52
H -4.74412 2.86658 0.87288  0.52
C 7.27835 1.34471 -1.45184  -0.83
S 6.05688 0.81755 -0.24439  1.26
O 4.93008 1.77897 -0.32296  -0.99
C 7.02560 1.25177 1.20610  -0.83
H 6.85425 1.19742 -2.44233  0.24
H 7.50928 2.39950 -1.30369  0.23
H 8.17835 0.73897 -1.34649  0.23
H 7.27193 2.31324 1.17880  0.23
H 7.93430 0.65029 1.22848  0.23
H 6.42491 1.03718 2.08714  0.24



4.
Below is C30H40Cl2N2O3PY as an isolated structure, with properties calculated with ωB97M-V with the def2-TZVPD basis set.

Properties
- LUMO (eV) = 0.19

Last column: Löwdin charge in e.
Cartesian coordinates (Å):
O -2.74218 1.24905 2.07608  -0.01
C -3.26860 2.19201 1.47920  -0.20
C -4.09776 2.05344 0.24376  -0.19
C -4.30804 0.77580 -0.31189  -0.05
H -3.64994 -0.05036 -0.02364  0.08
C -5.37733 0.55885 -1.17713  -0.07
H -5.55928 -0.45080 -1.55967  0.11
C -6.20498 1.63106 -1.54568  -0.07
H -7.09253 1.44781 -2.14951  0.10
C -5.88954 2.94143 -1.14756  -0.08
H -6.46678 3.79330 -1.53107  0.11
C -4.82699 3.15151 -0.26568  -0.04
H -4.57195 4.16106 0.08347  0.11
H -3.19095 3.25610 1.84550  0.13
C 0.23357 4.40343 -1.16254  -0.19
C 0.01788 3.31350 -2.11944  -0.45
H -0.26582 5.32872 -1.48502  0.06
H 1.29627 4.60881 -1.00051  0.06
H -0.18824 4.15266 -0.18235  0.04
C -0.92060 3.04831 -3.00078  -0.33
C -1.14608 3.60329 -4.39156  -0.11
H -1.73324 2.33563 -2.75138  0.03
H -2.16603 4.00196 -4.47164  0.06
H -1.03528 2.80856 -5.14214  0.07
H -0.42730 4.39959 -4.62121  0.07
Y 0.74761 1.27533 -1.54543  0.80
Cl -1.32038 -0.10839 -1.91377  -0.04
Cl 2.49455 1.80420 -3.23844  -0.11
C 2.16626 -1.47608 -2.24535  -0.32
O 1.99648 -0.73175 -1.23733  -0.19
N 3.26164 -2.17968 -2.47116  -0.17
C 4.38992 -2.23602 -1.55153  -0.01
C 3.45888 -2.79565 -3.76861  -0.04
H 1.38811 -1.55201 -3.02514  0.14
H 4.26232 -1.55572 -0.71085  0.08
H 5.30469 -1.98716 -2.09960  0.10
H 4.49890 -3.26084 -1.17779  0.10
H 2.52109 -2.72497 -4.32157  0.09
H 3.74337 -3.84207 -3.63494  0.09
H 4.25212 -2.27848 -4.31915  0.10
H 3.97935 2.45802 2.52107  0.10
H 2.20438 2.54273 4.56630  0.10
C 3.21836 3.08927 2.03978  -0.01
C 1.52899 3.04045 3.85999  -0.03
N 1.88210 2.69850 2.49202  -0.16
H 3.32011 3.01603 0.95451  0.10
C 0.98415 2.12162 1.71447  -0.25
O 1.19373 1.90642 0.47916  -0.19
H 0.50044 2.71315 4.02629  0.09
H 0.03422 1.82285 2.17704  0.13
H 3.40123 4.12171 2.36430  0.10
H 1.60952 4.12600 3.99589  0.10
C -0.58718 -1.78800 3.58194  -0.27
P -0.09523 -1.36853 1.86526  1.00
C 1.53014 -2.21599 1.83844  -0.38
C 1.70580 -3.60887 1.86465  -0.09
C 2.99484 -4.14866 1.92989  -0.08
C 4.10506 -3.31289 2.04509  -0.10
C 3.93372 -1.92363 2.05952  -0.11
C 2.65980 -1.37912 1.92601  -0.11
C -1.16582 -2.51775 0.93997  -0.40
C -2.54993 -2.48898 1.21612  -0.11
C -3.40635 -3.38586 0.58332  -0.09
C -2.90741 -4.27823 -0.37232  -0.09
C -1.55311 -4.23990 -0.72131  -0.08
C -0.69144 -3.33687 -0.09647  -0.12
H 0.03601 -1.20126 4.26684  0.04
H -0.43326 -2.85554 3.77565  0.05
H -1.63769 -1.52217 3.73349  0.03
H 0.85004 -4.28577 1.82458  0.11
H 3.12959 -5.23271 1.90398  0.10
H 5.10839 -3.73582 2.13106  0.10
H 4.79712 -1.26652 2.17536  0.10
H 2.53616 -0.29244 1.89421  0.08
H -2.94355 -1.76673 1.93581  0.09
H -4.47125 -3.38307 0.83024  0.10
H -3.57659 -4.99101 -0.85833  0.10
H -1.16253 -4.91510 -1.48514  0.10
H 0.35425 -3.28077 -0.40564  0.10



5.
Below is a single C3H4S4 molecule, with properties calculated with ωB97M-V with the def2-TZVPD basis set.

Properties
- SMILES = S=C(S)C(=S)CS
- LUMO (eV) = -1.72

Last column: natural (NBO) charge in e.
Cartesian coordinates (Å):
S -1.10211 -1.66675 -0.96432  0.07
C -0.87752 -0.28043 -0.14456  -0.36
S -2.00106 0.17511 1.12148  0.15
C 0.28919 0.57848 -0.43013  -0.16
S 0.19236 2.18184 -0.53752  0.12
C 1.55844 -0.09291 -0.62230  -0.65
S 2.31758 -0.72747 0.84538  0.04
H -1.59206 1.46865 1.27096  0.15
H 1.42602 -0.90969 -1.37212  0.27
H 2.24849 0.59970 -1.14858  0.26
H 1.58861 -1.79308 0.99134  0.12



6.
Below is a 14-piece molecular cluster, C5H38N2O14 overall, with properties calculated with ωB97M-V with the def2-TZVPD basis set.

Properties
- 2S+1 = 2
- LUMO (spin up / spin down) (eV) = -4.48 / -9.29
- total charge = +1

Last column: natural (NBO) charge in e.
Cartesian coordinates (Å):
N 0.45843 1.78912 2.87456  -0.59
C -0.21464 0.60732 2.48003  -0.18
C -1.62124 0.44037 3.14402  -0.62
C 0.71672 -0.53188 2.86284  0.66
N 1.44689 -1.00074 1.69332  -0.35
C 2.33485 -2.15198 2.22476  -0.47
C 2.18087 0.00874 0.85482  -0.42
O 0.72754 -1.07411 3.98303  -0.27
H 0.32141 2.02363 3.97735  0.41
H 1.45435 1.60028 2.94338  0.39
H -0.50394 0.80430 1.45815  0.27
H -2.15842 -0.35941 2.61405  0.22
H -2.06499 1.39645 3.35757  0.26
H -1.42549 0.10708 4.15087  0.24
H 3.46285 -1.94427 2.53505  0.24
H 2.47772 -2.67097 1.28329  0.23
H 1.93663 -2.93021 2.73580  0.24
H 1.29178 0.61542 0.49028  0.22
H 2.74213 0.52418 1.58500  0.21
H 2.60059 -0.49355 -0.00535  0.27
H 0.40430 -4.04107 1.47383  0.50
H -0.41747 -2.67163 1.11433  0.47
O -0.46250 -3.51109 1.59794  -0.96
H -1.92768 0.59961 -2.70731  0.46
H -3.10086 -0.12089 -3.51583  0.49
O -2.56645 0.70574 -3.48314  -0.97
H -0.41590 0.35638 -1.19479  0.51
H -1.87808 0.28687 -1.03516  0.49
O -1.25044 0.91243 -1.06639  -0.98
H 0.91578 -0.25325 -3.19902  0.51
H 1.94504 0.14481 -2.23968  0.48
O 1.14245 -0.26566 -2.29488  -0.99
H 2.85870 3.23520 0.89526  0.47
H 1.99363 4.33596 1.55997  0.47
O 2.69219 3.85368 1.73383  -0.93
H -2.98522 -4.29165 0.59217  0.44
H -1.71434 -4.77302 0.52846  0.47
O -2.55923 -5.12298 0.37877  -0.91
H -2.74597 -3.06648 -2.77341  0.48
H -1.70288 -2.80631 -3.87484  0.47
O -2.53354 -2.56290 -3.56805  -0.95
H -0.53543 5.42311 -0.50259  0.49
H -0.26951 4.23988 0.37410  0.48
O 0.21028 4.79811 -0.17849  -0.98
H 1.81634 1.15976 -4.32610  0.49
H 0.23636 1.05274 -4.51942  0.50
O 1.08710 0.59682 -4.75746  -0.95
H -1.27543 2.28533 1.36772  0.44
H -1.85208 2.39335 0.04884  0.47
O -1.68994 2.83731 0.72739  -0.90
H -3.87096 -1.69800 -0.14412  0.49
H -2.76207 -1.26093 0.73905  0.45
O -3.08692 -1.20350 -0.08144  -0.94
H 2.99451 -2.78600 -3.26110  0.49
H 2.11338 -2.07258 -2.22018  0.47
O 2.94765 -2.41946 -2.33757  -0.96
H 0.94311 3.73860 -2.13356  0.51
H 0.20613 2.31969 -2.28117  0.48
O 0.93191 2.89225 -2.67881  -0.99



| no. | energy (eV) |
| --- | --- |
| 1 | -6793.956 |
| 2 | -10432.961 |
| 3 | -131168.442 |
| 4 | -76260.070 |
| 5 | -46515.505 |
| 6 | -37433.340 |